Here is a cluster of 2 separate species, C10H19BO2 in total from the OMol25 dataset. Energies are from the ωB97M-V functional and the def2-TZVPD basis.

The geometry in ORCA input format:
```
! RIJCOSX wB97M-V def2-TZVPD def2/J DEFGRID3
* xyz 0 1
B 0.3061 1.5011 1.1872
C -3.1884 -1.2174 0.5211
C -3.0785 -0.4767 -0.6836
C 1.4751 1.1887 -0.9301
C 1.6117 -0.5432 0.8965
C 2.5054 0.3384 -0.0784
C -3.7685 -2.3717 1.1855
C -2.3713 -0.2157 -1.9220
C -3.4769 0.3532 0.6041
C 3.4384 1.3858 0.7218
C 3.4347 -0.5373 -1.0691
O 0.4177 1.8113 -0.1354
O 0.8109 0.3390 1.6101
H 1.9561 2.0277 -1.3925
H 0.8303 0.5797 -1.5580
H 1.0097 -1.0970 0.2336
H 2.1980 -1.2282 1.5340
H -4.6674 -2.0819 1.5817
H -3.1924 -2.9403 2.0338
H -4.0611 -3.1108 0.4061
H -2.8918 0.3026 -2.7902
H -1.4885 0.4362 -1.7357
H -1.9183 -1.1836 -2.3504
H -0.3445 2.2831 1.8192
H -2.7963 1.0292 1.0975
H -4.4487 0.6488 0.6256
H 4.2164 0.8728 1.2471
H 2.7148 1.9824 1.3021
H 3.7204 2.0124 -0.1082
H 2.9280 -1.3274 -1.5565
H 4.2802 -0.8996 -0.5235
H 3.8385 0.1383 -1.7733
*
```

Energy ... -567.667440 hartree
Gap between HOMO and LUMO ... 8.914 eV
Structure (SMILES) ... CC1(C)COBOC1.CC1=C(C)C1
Lowest unoccupied orbital energy ... 0.6878 eV
Relative energy (zero: lowest compared OMol25 entry of this formula, charge and spin) ... 304.8 kJ/mol

---

Here is a structure of composition C10H19BO6Tl from the OMol25 dataset. Energies are from the ωB97M-V functional and the def2-TZVPD basis.

The geometry in ORCA input format:
```
! RIJCOSX wB97M-V def2-TZVPD def2/J DEFGRID3
* xyz 3 1
C -1.2383 1.6583 2.4223
C -1.2895 2.6361 1.0676
O 0.0221 3.2242 0.7536
B 0.8705 2.2432 -0.0117
O 1.9635 1.5778 0.7235
C 0.5034 2.0677 -1.6044
O -0.5270 3.0090 -2.0714
C -1.4734 2.1090 -2.7859
O -2.7971 2.2851 -2.7946
O -0.6357 1.0277 -3.3970
C 0.1956 0.5840 -2.2292
C -0.8426 -0.4365 -1.4748
C 0.0069 -1.7316 -0.9375
C -0.7928 -2.6111 0.2363
C 0.3434 -2.9999 1.3998
O 1.5321 -3.5708 0.6925
C 2.7795 -3.2110 1.4277
H -1.9155 2.1481 3.2576
H -1.7054 0.5975 2.1531
H -0.1472 1.5391 2.8309
H -1.7643 2.0634 0.1583
H -2.0562 3.4986 1.3537
H 2.4694 0.9360 0.1441
H 1.5429 2.3315 -2.1231
H 1.1192 -0.1049 -2.4467
H -1.5818 -0.8413 -2.3167
H -1.5225 0.0564 -0.6600
H 1.0297 -1.3014 -0.5007
H 0.2283 -2.4139 -1.8830
H -1.1642 -3.5896 -0.3258
H -1.7041 -2.0163 0.7018
H 0.6845 -1.9863 1.8782
H -0.1118 -3.7688 2.1718
H 3.5460 -4.1245 1.4692
H 3.2953 -2.2626 0.9762
H 2.5074 -2.9812 2.5642
Tl -1.3702 4.3590 -0.8195
*
```

Energy ... -1039.639662 hartree
Gap between HOMO and LUMO ... 2.045 eV
Lowest unoccupied orbital energy ... -17.3661 eV
Relative energy (zero: lowest compared OMol25 entry of this formula, charge and spin) ... 678.3 kJ/mol

---

Here is a structure of composition C10H19N2O2S3Ti from the OMol25 dataset. Energies are from the ωB97M-V functional and the def2-TZVPD basis.

The geometry in ORCA input format:
```
! RIJCOSX wB97M-V def2-TZVPD def2/J DEFGRID3
* xyz 2 2
Ti 0.1781 -0.8211 0.0210
C -0.5936 -2.2958 -3.0448
C -0.0270 -1.5978 -1.8650
N 1.1187 -1.0595 -1.7270
O 2.1539 -0.9223 -2.5776
C 0.2857 -2.7088 1.1213
C -0.6661 -3.7593 1.5997
N 1.4672 -2.5050 1.0896
O 2.6389 -2.3738 1.0942
H 0.0519 -3.1303 -3.3342
H -0.6462 -1.6078 -3.8942
H -1.5904 -2.6779 -2.8472
H 1.9371 -1.3434 -3.4287
H -1.6893 -3.3958 1.5895
H -0.3882 -4.0480 2.6133
H -0.5808 -4.6255 0.9428
C 1.0396 2.8161 -0.9473
C 1.9182 2.5455 0.2651
S 1.7135 0.9328 1.1022
C 0.7555 1.2322 2.6209
C -0.7154 1.5615 2.4576
S -1.6244 0.2871 1.5082
C -2.4748 1.2017 0.1806
C -1.5966 1.6924 -0.9649
S -0.6894 3.2277 -0.5763
H 1.0921 2.0071 -1.6788
H 1.4470 3.6991 -1.4433
H 1.7821 3.3034 1.0374
H 2.9696 2.5544 -0.0263
H 1.2571 2.0275 3.1750
H 0.8940 0.3189 3.2055
H -0.8678 2.5089 1.9457
H -1.1851 1.6063 3.4409
H -3.0067 2.0316 0.6482
H -3.2341 0.5012 -0.1732
H -2.2484 1.8828 -1.8201
H -0.8760 0.9341 -1.3099
*
```

Energy ... -2695.727882 hartree
Gap between HOMO and LUMO (alpha / beta) ... 7.149 / 6.975 eV
Lowest unoccupied orbital energy (alpha / beta) ... -8.1233 / -8.3008 eV
⟨S²⟩ ... 0.77

---

Here is a structure of composition C10H19N2Pr from the OMol25 dataset. Energies are from the ωB97M-V functional and the def2-TZVPD basis.

The geometry in ORCA input format:
```
! RIJCOSX wB97M-V def2-TZVPD def2/J DEFGRID3
* xyz 2 3
C 0.4166 -3.1401 -1.4106
C 0.2338 -3.3822 -0.1149
H 1.3648 -2.7737 -1.7957
H -0.3743 -3.2983 -2.1392
H -0.7143 -3.7485 0.2705
H 1.0248 -3.2240 0.6139
Pr -0.7132 -0.1926 -0.1784
C -2.2524 0.6053 -1.5724
C -2.7601 -0.6153 -1.1034
C -2.4959 0.7251 0.7810
C -1.9766 1.4203 -0.3935
H -3.0022 -1.4789 -1.7090
H -3.2828 -1.3411 0.9715
H -2.5087 1.1033 1.7931
C -2.9115 -0.5411 0.3443
H -1.6031 2.4370 -0.4065
H -2.0545 0.8787 -2.5988
N 1.4096 0.7135 -1.0888
C 2.1487 -0.0160 -0.0587
C 2.4613 0.8436 1.1849
C 1.4593 1.9852 1.4904
N 0.0363 1.6829 1.3041
H 0.7705 1.5376 -1.1511
H 2.1686 1.2559 -1.5624
H 1.4780 -0.8272 0.2833
H 3.0536 -0.5267 -0.4555
H 2.5603 0.1562 2.0525
H 3.4470 1.3398 1.0463
H 1.6465 2.4220 2.4939
H 1.6817 2.7903 0.7557
H -0.6851 2.3522 1.6551
H -0.0268 0.8565 0.6984
*
```

Energy ... -1018.025957 hartree
Gap between HOMO and LUMO (alpha / beta) ... 8.835 / 8.836 eV
Lowest unoccupied orbital energy (alpha / beta) ... -8.4364 / -8.4517 eV
⟨S²⟩ ... 2.00
Relative energy (zero: lowest compared OMol25 entry of this formula, charge and spin) ... 337.3 kJ/mol

---

Here is the molecule C10H19N3O4 from the OMol25 dataset. Energies are from the ωB97M-V functional and the def2-TZVPD basis.

The geometry in ORCA input format:
```
! RIJCOSX wB97M-V def2-TZVPD def2/J DEFGRID3
* xyz 0 1
C -1.3670 -0.2774 0.8477
C -0.8357 -0.5519 -0.5601
C -2.7345 -0.9421 1.0192
C -3.8130 -0.2699 0.1687
C 1.4446 0.4457 -0.0084
C 1.6245 1.9239 -0.4293
C 2.7706 -0.3370 -0.0595
C 3.7666 0.2623 0.9331
C 2.5203 -1.8386 0.1948
C 3.7986 -2.6832 0.1009
H -2.2706 1.5635 0.7683
H -1.4008 1.3167 2.1525
H -0.6746 -0.7400 1.5480
H -3.0737 -0.8312 2.0758
H -2.6549 -2.0058 0.8018
H -3.8331 -1.7878 -1.1955
H -5.0301 -0.5382 -1.4246
H 0.7047 -0.3177 -1.8156
H 1.1073 0.4373 1.0250
H 3.1879 -0.2131 -1.0764
H 3.9084 1.3260 0.7467
H 4.7513 -0.2357 0.8630
H 3.4264 0.1245 1.9952
H 1.7841 -2.2252 -0.5244
H 2.0814 -1.9585 1.2347
H 4.2918 -2.5322 -0.8825
H 4.5008 -2.4520 0.9040
H 3.5472 -3.7821 0.1851
H -0.1224 2.1895 0.3696
N -1.3747 1.1683 1.1337
N -4.4216 -1.0606 -0.7641
N 0.4203 -0.1334 -0.8644
O -1.5127 -1.1209 -1.3948
O -4.1284 0.8907 0.3526
O 2.5755 2.3186 -1.0448
O 0.6094 2.7181 -0.1042
*
```

Energy ... -857.753990 hartree
Gap between HOMO and LUMO ... 10.038 eV
Structure (SMILES) ... CC[C@H](C)[C@H](NC(=O)[C@@H](N)CC(N)=O)C(=O)O
Lowest unoccupied orbital energy ... 0.3643 eV
Relative energy (zero: lowest compared OMol25 entry of this formula, charge and spin) ... 6.7 kJ/mol

---

Here is the molecule C10H19N5O from the OMol25 dataset. Energies are from the ωB97M-V functional and the def2-TZVPD basis.

The geometry in ORCA input format:
```
! RIJCOSX wB97M-V def2-TZVPD def2/J DEFGRID3
* xyz 0 1
C 0.8474 -4.0016 -1.0870
H 1.9156 -4.2083 -1.0947
C 0.3959 -3.5891 0.3095
H 0.5173 -4.4447 0.9778
C 1.1920 -2.4149 0.9116
N 0.8313 -1.0704 0.5125
C -0.5072 -0.6674 0.8734
H -0.7648 -1.1554 1.8159
C -0.5845 0.8524 1.0807
N -0.7927 1.5821 -0.1505
C 0.1043 1.5876 -1.1756
O -0.1263 2.1684 -2.2183
C 1.3953 0.8364 -0.9444
H 1.8929 1.2083 -0.0479
H 2.0280 1.0499 -1.8067
C 1.1957 -0.6811 -0.8318
H 2.1406 -1.1703 -1.0742
H 0.4448 -0.9904 -1.5795
C -2.0208 2.3275 -0.3107
H -2.8838 1.6980 -0.0733
H -2.0649 2.6283 -1.3607
C -2.0537 3.5831 0.5808
N -0.9092 4.4140 0.3841
N 0.2274 4.1042 0.5261
N 1.3453 4.0325 0.6229
H -2.1260 3.2977 1.6403
H -2.9258 4.1873 0.3254
H -1.4268 1.0746 1.7382
H 0.3356 1.1817 1.5751
H -1.2592 -0.9548 0.1165
H 1.0817 -2.4492 2.0008
H 2.2532 -2.5487 0.6858
H -0.6661 -3.3368 0.2939
H 0.3242 -4.9043 -1.3961
H 0.6430 -3.2267 -1.8199
*
```

Energy ... -741.399037 hartree
Gap between HOMO and LUMO ... 9.340 eV
Lowest unoccupied orbital energy ... 0.7319 eV
Relative energy (zero: lowest compared OMol25 entry of this formula, charge and spin) ... 166.9 kJ/mol